An isolated ion of composition C8H8N2O2 and charge +2 at a distorted geometry, computed with ωB97M-V/def2-TZVPD.

molar mass = 164.2 g/mol
energy relative to the best compared isomer or geometry (same formula, charge and spin) = 1.4040 eV
E_HOMO = -0.70199 Eh
E_LUMO = -12.066 eV

ORCA input file:
```
! wB97M-V def2-TZVPD RIJCOSX def2/J DEFGRID3
* xyz 2 1
C -2.75 1.08 0.07
C -3.06 -0.31 0.14
C -1.42 1.52 -0.10
C -2.07 -1.27 0.18
C -0.36 0.60 -0.10
C -0.71 -0.83 0.10
C 1.96 -0.01 -0.43
C 3.25 -0.12 0.18
N 0.95 0.98 -0.06
N 0.53 -1.49 0.17
O 1.35 2.06 0.26
O 0.72 -2.64 0.28
H -3.66 1.70 -0.04
H -4.10 -0.78 0.25
H -1.32 2.60 -0.55
H -2.37 -2.34 0.36
H 1.97 -0.39 -1.47
H 3.78 -1.01 -0.06
H 3.32 -0.02 1.19
H 3.98 0.67 -0.34
*
```

Here are the natural (NBO) charges for atoms 1 to 8, given in e: -0.10 -0.10 -0.11 -0.11 0.06 0.06 0.23 -0.75

---

The molecule C8H8N2S at a distorted geometry, computed with ωB97M-V/def2-TZVPD.

molar mass = 164.2 g/mol
energy relative to the best compared isomer or geometry (same formula, charge and spin) = 0.6627 eV
E_HOMO (alpha / beta) = -0.23369 / -0.32082 Eh
E_LUMO (alpha / beta) = -0.022 / -2.675 eV
expectation value of S² = 2.017

ORCA input file:
```
! wB97M-V def2-TZVPD RIJCOSX def2/J DEFGRID3
* xyz 0 3
C -2.99 0.76 -0.20
C -2.40 1.96 -0.36
C -1.82 -0.13 0.12
C -1.86 -1.46 0.28
C -0.74 0.79 0.32
C 1.41 -0.10 0.23
C 2.60 -0.36 1.11
C 1.44 -0.59 -1.21
N -1.09 2.01 -0.02
N 0.47 0.51 0.81
S -1.49 -2.97 0.40
H -3.84 0.15 -0.54
H -2.89 2.90 -0.39
H 3.28 0.58 0.98
H 3.12 -1.31 0.82
H 2.34 -0.40 2.20
H 2.25 -0.07 -1.59
H 0.59 -0.59 -1.81
H 1.63 -1.69 -1.15
*
```

Here are the natural (NBO) charges for atoms 1 to 8, given in e: -0.20 0.08 -0.27 -0.21 0.44 0.40 -0.67 -0.68

---

A 2-piece molecular cluster, C8H8N4 overall at a distorted geometry, computed with ωB97M-V/def2-TZVPD.

molar mass = 160.2 g/mol
SMILES = c1cncnc1.c1cncnc1
energy relative to the best compared isomer or geometry (same formula, charge and spin) = 1.7989 eV
E_HOMO = -0.36109 Eh
E_LUMO = 0.199 eV

ORCA input file:
```
! wB97M-V def2-TZVPD RIJCOSX def2/J DEFGRID3
* xyz 0 1
C 0.57 2.28 1.56
C -0.08 2.08 0.33
N -1.20 2.72 -0.06
C -1.69 3.54 0.84
N -1.11 3.98 1.97
C 0.03 3.31 2.35
H 1.45 1.67 1.79
H 0.45 1.56 -0.48
H -2.57 4.11 0.51
H 0.44 3.58 3.34
C 1.16 -3.02 -1.98
C 0.80 -1.73 -1.57
N -0.14 -1.58 -0.55
C -0.60 -2.69 -0.10
N -0.31 -3.92 -0.41
C 0.51 -4.14 -1.49
H 1.82 -3.13 -2.85
H 1.08 -0.83 -2.14
H -1.26 -2.61 0.77
H 0.64 -5.18 -1.81
*
```

Here are the natural (NBO) charges for atoms 1 to 8, given in e: -0.32 0.08 -0.44 0.24 -0.45 0.06 0.23 0.20

---

A 2-piece molecular cluster, C8H8N4 overall at a distorted geometry, computed with ωB97M-V/def2-TZVPD.

molar mass = 160.2 g/mol
SMILES = c1cnccn1.c1cnccn1
energy relative to the best compared isomer or geometry (same formula, charge and spin) = 3.7832 eV
E_HOMO = -0.33628 Eh
E_LUMO = -0.203 eV

ORCA input file:
```
! wB97M-V def2-TZVPD RIJCOSX def2/J DEFGRID3
* xyz 0 1
C -2.45 1.62 0.75
C -1.65 2.75 0.82
N -0.39 2.88 0.34
C 0.12 1.78 -0.24
C -0.68 0.66 -0.40
N -1.97 0.58 0.05
H -3.48 1.59 1.14
H -2.08 3.66 1.25
H 1.09 1.87 -0.74
H -0.33 -0.26 -0.89
C 1.84 -2.70 -0.85
C 2.49 -1.51 -0.43
N 1.91 -0.53 0.34
C 0.63 -0.83 0.64
C -0.08 -1.93 0.05
N 0.51 -2.92 -0.70
H 2.20 -3.31 -1.69
H 3.51 -1.25 -0.76
H -0.03 -0.09 1.12
H -1.16 -2.06 0.20
*
```

Here are the natural (NBO) charges for atoms 1 to 8, given in e: -0.01 -0.03 -0.36 -0.01 -0.04 -0.41 0.21 0.19

---

The molecule C8H8N4O2 at a distorted geometry, computed with ωB97M-V/def2-TZVPD.

molar mass = 192.2 g/mol
SMILES = O=[N+]([O-])[C@@]1(n2ccnc2)CC=CC=N1
energy relative to the best compared isomer or geometry (same formula, charge and spin) = 6.3330 eV
E_HOMO = -0.31762 Eh
E_LUMO = -1.091 eV

ORCA input file:
```
! wB97M-V def2-TZVPD RIJCOSX def2/J DEFGRID3
* xyz 0 1
O -0.32 -2.39 1.27
N -0.29 -2.08 0.12
O -0.79 -2.64 -0.79
C 0.36 -0.73 -0.08
N -1.29 0.08 -0.01
C -2.20 0.28 1.02
C -3.16 1.07 0.46
N -2.80 1.46 -0.78
C -1.71 0.84 -1.03
C 1.23 -0.33 1.09
C 2.25 0.67 0.63
C 2.67 0.63 -0.65
C 1.88 -0.04 -1.68
N 0.77 -0.60 -1.42
H -1.94 -0.24 1.89
H -4.07 1.49 0.86
H -1.27 1.00 -2.02
H 1.72 -1.21 1.51
H 0.77 0.11 1.94
H 2.72 1.42 1.33
H 3.50 1.25 -0.92
H 1.98 -0.02 -2.70
*
```

Here are the natural (NBO) charges for atoms 1 to 8, given in e: -0.39 0.53 -0.31 0.45 -0.37 -0.14 -0.09 -0.47

---

A 2-piece molecular cluster, C8H8N4S overall at a distorted geometry, computed with ωB97M-V/def2-TZVPD.

molar mass = 192.2 g/mol
energy relative to the best compared isomer or geometry (same formula, charge and spin) = 3.2093 eV
E_HOMO = -0.31214 Eh
E_LUMO = 0.365 eV

ORCA input file:
```
! wB97M-V def2-TZVPD RIJCOSX def2/J DEFGRID3
* xyz 0 1
C 2.54 -0.53 -1.31
C 1.95 0.61 -0.88
C 2.57 -1.63 -0.45
C 1.42 0.71 0.33
C 1.87 -1.58 0.76
C 1.31 -0.39 1.17
C -2.01 -0.26 0.43
C -3.78 0.94 -1.11
N -1.96 -1.35 0.75
N -0.87 1.48 2.69
N -0.07 0.75 2.47
N 0.60 -0.23 2.32
S -2.22 1.29 -0.08
H 3.07 -0.56 -2.27
H 1.85 1.39 -1.64
H 3.13 -2.47 -0.94
H 0.80 1.56 0.51
H 1.89 -2.50 1.35
H -3.40 0.26 -1.82
H -3.99 1.89 -1.68
H -4.68 0.63 -0.59
*
```

Here are the natural (NBO) charges for atoms 1 to 8, given in e: -0.23 -0.19 -0.19 -0.27 -0.23 0.13 -0.01 -0.67

---

An isolated ion of composition C8H8NO and charge +1 at a distorted geometry, computed with ωB97M-V/def2-TZVPD.

molar mass = 134.2 g/mol
energy relative to the best compared isomer or geometry (same formula, charge and spin) = 1.5851 eV
E_HOMO (alpha / beta) = -0.51951 / -0.51958 Eh
E_LUMO (alpha / beta) = -5.909 / -5.909 eV

ORCA input file:
```
! wB97M-V def2-TZVPD RIJCOSX def2/J DEFGRID3
* xyz 1 1
C -2.34 0.51 -0.04
C -1.77 1.79 0.01
C -1.54 -0.63 -0.05
C -0.40 1.93 0.03
C -0.17 -0.52 -0.02
C 0.41 0.77 -0.01
C 0.73 -1.74 0.06
C 2.16 -1.45 -0.07
N 1.75 0.82 0.00
O 2.54 1.70 0.00
H -3.41 0.42 -0.05
H -2.41 2.65 0.05
H -2.00 -1.61 -0.07
H 0.08 2.90 0.08
H 0.52 -2.19 1.04
H 0.40 -2.42 -0.72
H 2.80 -1.45 0.80
H 2.64 -1.49 -1.03
*
```

Here are the natural (NBO) charges for atoms 1 to 8, given in e: -0.07 -0.21 -0.22 -0.12 0.10 0.02 -0.56 0.00

---

The molecule C8H8NO2P at a distorted geometry, computed with ωB97M-V/def2-TZVPD.

molar mass = 181.1 g/mol
energy relative to the best compared isomer or geometry (same formula, charge and spin) = 4.4053 eV
E_HOMO (alpha / beta) = -0.32068 / -0.29217 Eh
E_LUMO (alpha / beta) = -0.969 / -2.181 eV

ORCA input file:
```
! wB97M-V def2-TZVPD RIJCOSX def2/J DEFGRID3
* xyz 0 1
C -0.02 -2.60 -0.14
C 1.34 -2.78 -0.14
C -0.61 -1.35 -0.23
C 2.16 -1.65 -0.17
C 0.10 -0.13 -0.19
C 1.54 -0.33 -0.06
C -1.79 1.29 -0.45
C -2.40 2.30 0.49
N -0.53 1.03 -0.09
O -2.38 0.98 -1.47
O 2.46 0.67 0.03
P 3.17 2.07 -0.10
H -0.54 -3.55 -0.05
H 1.66 -3.74 -0.11
H -1.73 -1.08 -0.20
H 3.16 -1.82 -0.10
H -1.93 2.32 1.40
H -3.49 2.06 0.81
H -2.20 3.37 0.27
H 2.03 2.95 0.51
*
```

Here are the natural (NBO) charges for atoms 1 to 8, given in e: -0.22 -0.16 -0.18 -0.25 0.11 0.36 0.63 -0.71

---

A 2-piece molecular cluster, C8H8NO4S overall at a distorted geometry, computed with ωB97M-V/def2-TZVPD.

molar mass = 214.2 g/mol
energy relative to the best compared isomer or geometry (same formula, charge and spin) = 1.8376 eV
E_HOMO = -0.16740 Eh
E_LUMO = 3.380 eV

ORCA input file:
```
! wB97M-V def2-TZVPD RIJCOSX def2/J DEFGRID3
* xyz -1 1
C -1.55 0.12 1.66
C -1.96 0.72 0.48
C -0.23 0.17 1.98
C -1.03 1.35 -0.38
C 0.74 0.67 1.20
C 0.36 1.29 -0.01
C 1.56 1.64 -2.19
C 1.35 1.97 -0.86
N 3.27 -1.29 -1.18
O 2.19 1.00 -2.97
O 3.28 2.41 1.19
O 0.69 2.61 -2.17
O 1.78 4.28 0.58
S 2.77 3.29 0.09
H -2.13 -0.54 2.37
H -2.95 0.75 0.22
H 0.12 -0.29 2.80
H -1.09 1.78 -1.38
H 1.72 0.90 1.72
H 3.13 -0.64 -1.92
H 2.71 -1.12 -0.46
H 4.27 -0.96 -0.85
*
```

Here are the natural (NBO) charges for atoms 1 to 8, given in e: -0.24 -0.21 -0.21 -0.22 -0.22 -0.07 0.73 -0.07

---

C8H8NO6Os as an isolated structure at a distorted geometry, computed with ωB97M-V/def2-TZVPD.

molar mass = 404.4 g/mol
energy relative to the best compared isomer or geometry (same formula, charge and spin) = 0.0000 eV
E_HOMO (alpha / beta) = -0.76357 / -0.84639 Eh
E_LUMO (alpha / beta) = -12.365 / -16.299 eV
expectation value of S² = 6.036

ORCA input file:
```
! wB97M-V def2-TZVPD RIJCOSX def2/J DEFGRID3
* xyz 3 5
O -0.21 2.53 0.68
C 0.03 1.96 -0.35
Os 0.01 -0.16 -0.91
C 0.04 -1.87 -0.04
O 0.07 -2.94 0.39
C -0.08 -1.09 -2.59
O -0.15 -1.66 -3.60
C 1.94 0.07 -0.64
O 3.07 0.20 -0.39
C -1.92 0.06 -0.60
O -3.04 0.18 -0.32
H 0.39 2.58 -1.22
C 0.48 -0.30 4.67
N -0.68 0.34 4.07
C -1.72 0.85 4.95
C -0.83 0.38 2.73
O -0.04 -0.18 1.96
H 0.31 -0.24 5.75
H 1.41 0.21 4.42
H 0.56 -1.35 4.37
H -1.88 1.92 4.80
H -2.67 0.33 4.77
H -1.38 0.66 5.98
H -1.74 0.95 2.42
*
```

Here are the natural (NBO) charges for atoms 1 to 8, given in e: -0.12 0.17 0.44 0.52 -0.24 0.50 -0.19 0.52

---

C8H8NO6STl as an isolated structure, computed with ωB97M-V/def2-TZVPD.

molar mass = 450.6 g/mol
energy relative to the best compared isomer or geometry (same formula, charge and spin) = 0.0000 eV
E_HOMO = -0.07221 Eh
E_LUMO = 5.127 eV

ORCA input file:
```
! wB97M-V def2-TZVPD RIJCOSX def2/J DEFGRID3
* xyz -2 1
Tl 0.85 1.39 2.13
O 2.99 1.03 -1.90
C 2.24 0.69 -0.98
O 2.49 0.73 0.27
C 0.91 0.00 -1.40
C 0.57 -1.17 -0.46
C -0.35 -2.17 -1.18
C -1.69 -1.39 -1.18
C -1.28 -0.10 -0.44
O -0.32 -0.60 0.50
C -0.44 0.79 -1.38
C -0.50 2.28 -0.93
O -0.63 3.11 -1.84
O -0.53 2.50 0.32
H 1.10 -0.35 -2.41
H 1.43 -1.61 0.04
H 0.01 -2.40 -2.19
H -0.43 -3.10 -0.62
H -2.08 -1.18 -2.17
H -2.46 -1.92 -0.61
H -2.08 0.42 0.07
H -0.86 0.80 -2.38
O 0.53 0.38 7.51
S 0.41 1.20 6.28
N 0.14 0.63 4.95
*
```

Here are the natural (NBO) charges for atoms 1 to 8, given in e: 0.85 -0.74 0.79 -0.84 -0.35 0.08 -0.43 -0.43

---

The molecule C8H8NOPS2 at a distorted geometry, computed with ωB97M-V/def2-TZVPD.

molar mass = 229.3 g/mol
E_HOMO (alpha / beta) = -0.20859 / -0.34551 Eh
E_LUMO (alpha / beta) = 0.436 / -3.217 eV
expectation value of S² = 2.009

ORCA input file:
```
! wB97M-V def2-TZVPD RIJCOSX def2/J DEFGRID3
* xyz 0 3
C -2.90 -1.67 0.50
C 3.10 -0.14 -1.43
C -1.70 -0.98 0.83
C 2.02 0.76 -1.34
C -3.54 -1.17 -0.59
C 3.22 -1.03 -0.44
C -1.45 0.08 0.00
C 1.33 0.52 -0.19
N -0.18 1.93 2.11
O -0.36 2.42 -0.93
P -0.22 1.34 0.04
S -2.77 0.21 -1.18
S 1.85 -0.90 0.61
H -3.40 -2.34 1.17
H 3.95 0.07 -2.22
H -1.09 -0.91 1.74
H 1.73 1.60 -2.01
H -4.40 -1.66 -0.97
H 4.05 -1.68 -0.29
H 0.10 1.06 2.47
H 0.67 2.51 2.12
*
```

Here are the natural (NBO) charges for atoms 1 to 8, given in e: -0.16 -0.25 -0.32 -0.22 -0.34 -0.39 -0.47 -0.67